C56H68N5O2 | the ωB97M-V functional and the def2-TZVPD basis

```
131
Properties=species:S:1:pos:R:3:forces:R:3
C -0.039 -0.691 -1.929 -0.09 0.35 -0.16
C -0.498 -1.904 -1.136 -0.15 0.09 0.23
C -1.990 -1.730 -0.819 -0.30 0.11 0.08
C -0.357 -3.136 -2.038 0.29 -0.17 -0.01
C 0.283 -2.163 0.180 0.34 0.22 0.10
C -0.214 -3.214 0.965 0.18 -0.51 0.53
C 0.287 -3.467 2.241 -0.55 0.29 -0.54
C 1.455 -2.829 2.653 0.36 -0.43 -0.41
C 2.179 -2.028 1.759 -0.18 0.08 0.38
C 3.723 -1.906 1.946 -0.32 0.48 0.60
C 4.160 -0.534 2.441 0.40 0.63 -0.03
C 4.456 -2.316 0.661 -0.14 -0.17 -0.22
C 4.241 -2.851 3.042 -0.03 -0.24 0.09
C 1.413 -1.455 0.672 -0.66 -0.60 0.29
N 1.559 -0.051 0.382 0.32 0.11 -0.72
C 0.612 0.889 0.788 -1.17 -0.68 1.26
C -0.642 0.508 1.227 0.25 0.38 -0.67
C -1.771 1.387 1.406 0.12 0.01 0.46
C -2.193 2.314 0.413 -0.25 -0.27 0.22
C -3.049 3.341 0.762 0.13 -0.15 0.69
C -3.487 3.406 2.101 0.69 -0.46 -0.43
N -3.588 4.710 2.667 -0.81 2.09 0.79
O -3.915 4.816 3.871 0.49 -0.06 -1.83
O -3.262 5.689 1.954 -0.77 -1.61 1.27
C -3.371 2.309 2.979 0.34 0.54 -0.28
C -2.474 1.320 2.641 -0.36 -0.13 -0.66
N 1.258 2.113 0.882 -0.38 -0.24 -0.39
C 0.761 3.318 1.521 -0.20 0.63 0.11
C 0.444 3.347 2.920 -0.03 -0.24 0.11
C 1.078 2.430 4.012 -0.48 -0.19 -0.23
C 0.328 2.511 5.340 -0.16 0.09 0.26
C 2.515 2.893 4.262 0.15 0.40 -0.12
C 1.100 0.967 3.646 0.09 -0.87 0.12
C -0.338 4.420 3.381 0.36 0.20 -0.01
C -0.300 5.641 2.707 0.16 -0.35 -0.16
C 0.342 5.690 1.482 -0.45 0.15 -0.03
C 0.608 4.508 0.767 0.19 -0.10 -0.10
C 0.633 4.725 -0.780 0.11 0.26 0.36
C -0.609 5.564 -1.150 -0.26 0.16 0.06
C 0.543 3.492 -1.662 0.02 -0.23 -0.19
C 1.900 5.507 -1.143 0.22 0.01 -0.07
C 2.525 1.949 0.321 0.40 -0.23 -0.29
C 2.683 0.652 -0.017 0.54 0.51 0.04
H 0.988 -0.804 -2.293 -0.10 0.11 0.07
H -0.708 -0.563 -2.795 0.29 -0.14 0.15
H -0.130 0.212 -1.323 0.06 -0.09 -0.31
H -2.443 -2.676 -0.501 0.01 0.20 -0.04
H -2.135 -0.982 -0.033 -0.09 -0.16 -0.20
H -2.525 -1.387 -1.713 0.10 -0.12 0.14
H -0.701 -4.045 -1.532 0.04 0.11 -0.16
H -0.948 -2.999 -2.953 0.13 -0.02 0.23
H 0.694 -3.276 -2.319 -0.15 -0.06 -0.03
H -1.059 -3.802 0.599 0.29 0.25 0.17
H -0.202 -4.194 2.895 0.10 0.30 -0.17
H 1.809 -3.021 3.674 0.28 -0.16 -0.67
H 3.610 -0.266 3.352 0.16 0.00 -0.20
H 5.230 -0.576 2.685 -0.18 0.06 0.02
H 4.037 0.265 1.708 -0.04 -0.16 0.29
H 4.366 -3.403 0.535 0.01 0.18 -0.12
H 4.055 -1.848 -0.243 0.07 -0.04 0.16
H 5.527 -2.078 0.739 -0.28 -0.01 0.03
H 3.948 -3.891 2.875 -0.05 0.06 0.07
H 5.339 -2.807 3.056 -0.26 0.00 -0.07
H 3.902 -2.521 4.031 -0.01 -0.16 -0.07
H -0.728 -0.529 1.546 -0.06 0.28 -0.06
H -1.847 2.212 -0.619 -0.10 -0.02 0.56
H -3.358 4.130 0.079 0.31 -0.15 0.14
H -3.885 2.343 3.934 0.31 0.08 -0.02
H -2.242 0.507 3.331 -0.12 0.21 -0.15
H -0.741 2.309 5.208 0.12 0.12 0.05
H 0.723 1.740 6.014 -0.01 0.16 -0.09
H 0.471 3.478 5.832 -0.18 -0.10 -0.06
H 3.124 2.824 3.353 -0.06 -0.04 0.11
H 2.522 3.939 4.594 0.07 -0.16 -0.07
H 2.980 2.279 5.047 -0.11 0.10 -0.19
H 1.719 0.771 2.773 -0.10 -0.06 0.16
H 1.530 0.369 4.464 -0.01 0.22 -0.01
H 0.089 0.590 3.470 0.30 0.05 0.03
H -0.911 4.368 4.310 0.60 -0.04 -0.15
H -0.767 6.529 3.135 0.19 -0.25 -0.10
H 0.511 6.661 1.012 -0.35 -0.37 0.00
H -0.536 6.594 -0.785 -0.11 -0.23 -0.08
H -0.731 5.602 -2.240 0.10 0.01 0.19
H -1.515 5.110 -0.721 0.27 0.21 -0.13
H 1.424 2.855 -1.596 -0.16 -0.10 -0.05
H -0.371 2.929 -1.444 0.41 -0.02 -0.09
H 0.465 3.847 -2.700 0.05 -0.18 0.20
H 2.791 4.947 -0.835 -0.08 0.13 -0.09
H 1.958 5.665 -2.229 -0.05 0.02 0.25
H 1.924 6.485 -0.647 0.04 -0.19 -0.12
H 3.211 2.775 0.230 -0.11 -0.02 -0.14
H 3.487 0.151 -0.535 0.02 0.23 0.21
C -7.000 -3.649 7.349 -0.36 -0.13 -0.09
N -5.716 -3.849 7.991 0.45 -0.46 -0.26
C -5.603 -3.316 9.331 0.36 0.37 0.02
C -4.611 -4.278 7.295 -0.70 0.02 0.13
C -3.347 -3.665 7.504 0.58 -0.20 -0.17
C -2.268 -4.048 6.724 -0.36 -0.26 0.46
C -2.344 -5.152 5.829 -0.22 0.03 -0.50
C -1.223 -5.723 5.146 0.02 0.24 1.31
C 0.092 -5.643 5.604 0.01 -0.24 -0.21
C 1.257 -6.238 4.959 0.50 0.27 -0.03
C 1.407 -7.037 3.833 0.65 -0.24 -0.35
C 2.716 -7.343 3.398 -0.44 0.15 0.12
C 3.849 -6.851 4.076 -0.46 0.20 0.50
C 3.694 -6.086 5.251 0.08 -0.27 -0.48
C 2.400 -5.808 5.671 -0.31 -0.03 -0.76
N 1.956 -5.021 6.743 -1.68 -0.07 0.12
C 2.790 -4.315 7.690 0.27 0.38 0.53
C 0.601 -4.973 6.747 1.10 -0.19 -0.35
C -3.622 -5.754 5.640 -0.19 0.29 -0.06
C -4.731 -5.332 6.338 0.27 0.24 -0.08
H -7.031 -4.162 6.383 -0.07 0.20 0.24
H -7.804 -4.025 7.992 0.13 -0.05 -0.20
H -7.194 -2.574 7.189 0.16 -0.27 -0.03
H -4.800 -3.841 9.863 -0.24 0.19 -0.03
H -5.398 -2.236 9.329 -0.01 -0.10 0.10
H -6.550 -3.472 9.858 0.22 -0.05 -0.10
H -3.241 -2.855 8.238 -0.12 -0.32 -0.55
H -1.347 -3.476 6.786 -0.28 0.01 -0.06
H -1.409 -6.345 4.265 -0.03 0.13 0.34
H 0.519 -7.413 3.314 0.50 0.12 0.02
H 2.864 -7.965 2.505 -0.14 0.32 0.45
H 4.847 -7.077 3.684 -0.44 0.11 0.29
H 4.543 -5.706 5.814 -0.01 -0.15 -0.25
H 3.836 -4.533 7.477 -0.15 0.01 0.11
H 2.636 -3.229 7.612 0.05 -0.37 -0.11
H 2.555 -4.615 8.719 0.10 -0.05 -0.29
H 0.053 -4.516 7.561 0.37 -0.03 -0.11
H -3.702 -6.586 4.939 -0.04 0.18 0.21
H -5.700 -5.818 6.202 0.44 0.15 0.03
```
Forces are in eV/Å.

The value obtained for the HOMO-LUMO gap is 3.395 eV. The calculation puts the electronic energy at -2598.5240 hartree. The HOMO energy comes out at -8.12 eV. The net charge is +1. Its multiplicity is 1.

Mulliken population analysis, charges in e, atoms 1 to 2: atom 1 (C): -1.370, atom 2 (C): 2.503